[1]
63
Properties=species:S:1:pos:R:3 method="wB97M-V/def2-TZVPD" e_lumo_ha=0.023 e_above_lowest_ev=0.322 orbital_gap_ev=8.6
C -0.95146 -6.50410 2.50289
C -0.77427 -6.43393 0.98917
O -1.89644 -5.87493 0.33356
C -2.10388 -4.52977 0.33532
C -1.22779 -3.61508 0.90180
C -1.50060 -2.25143 0.89022
N -0.64444 -1.34665 1.47325
C -0.82584 0.00748 1.46364
O -0.02468 0.75346 1.98860
N -1.98838 0.45240 0.86893
C -2.12215 1.89089 0.69888
C -1.50339 2.30561 -0.64418
C -0.08374 1.76196 -0.72314
O 0.12389 0.66902 -1.23041
N 0.91349 2.49516 -0.19690
C 2.24221 1.91830 -0.16281
C 3.31332 2.94638 -0.31140
C 3.09727 4.25985 -0.29793
C 4.19528 5.22405 -0.47610
C 5.15300 5.01148 -1.46631
C 6.19543 5.90096 -1.64589
C 6.30341 7.01939 -0.83649
C 5.36139 7.23932 0.15381
C 4.31532 6.35268 0.33089
C 1.69862 4.78636 -0.12073
C 0.81492 3.72832 0.54248
C -2.94909 -0.34975 0.25642
O -3.92751 0.14780 -0.25875
C -2.67400 -1.78272 0.30226
C -3.54525 -2.69690 -0.28489
C -3.28922 -4.05646 -0.28593
O -4.25068 -4.82601 -0.85943
C -3.95191 -6.10336 -1.40190
C -5.08731 -6.46314 -2.34888
H -1.06565 -5.51176 2.93160
H -1.83990 -7.08281 2.74206
H -0.08612 -6.98589 2.94955
H 0.14185 -5.89502 0.72069
H -0.70672 -7.44578 0.57921
H -0.31403 -3.94539 1.36931
H 0.22727 -1.66795 1.87101
H -3.18776 2.12779 0.71145
H -1.61172 2.36911 1.53663
H -2.07283 1.82700 -1.44316
H -1.55561 3.38455 -0.77454
H 2.30277 1.18206 -0.97026
H 2.37478 1.37622 0.78631
H 4.31513 2.55274 -0.40500
H 5.06362 4.14745 -2.10822
H 6.92554 5.72315 -2.42214
H 7.11733 7.71531 -0.97616
H 5.44272 8.10618 0.79363
H 3.60154 6.52942 1.12241
H 1.69920 5.69626 0.48016
H 1.28988 5.04253 -1.10354
H -0.21422 4.07603 0.59383
H 1.16693 3.54230 1.56453
H -4.44780 -2.33410 -0.74956
H -3.00013 -6.07161 -1.94371
H -3.87544 -6.84829 -0.60171
H -5.15297 -5.73046 -3.14848
H -6.02982 -6.46958 -1.80875
H -4.91336 -7.44613 -2.77722

---

[2]
68
Properties=species:S:1:pos:R:3 method="wB97M-V/def2-TZVPD" e_lumo_ha=0.091 total_charge=-1 orbital_gap_ev=7.8
Y -0.83273 0.04310 -0.74919
O -1.41816 1.71420 0.61868
C -2.39740 1.95323 1.43968
C -2.16399 2.70176 2.61495
C -3.15605 2.93893 3.53890
C -4.44514 2.44188 3.33819
C -4.70441 1.72705 2.18823
C -3.72069 1.48674 1.22341
C -4.07657 0.78480 -0.00779
N -3.27539 0.21265 -0.88884
C -4.06238 -0.29375 -1.89714
C -5.36382 -0.03809 -1.62520
N -5.36081 0.64689 -0.42753
H -1.15755 3.07069 2.76998
H -2.92785 3.50515 4.43416
H -5.22337 2.60126 4.07240
H -5.69964 1.31551 2.05392
H -3.62439 -0.77085 -2.75749
H -6.26772 -0.25060 -2.16603
H -6.15895 1.04817 0.02851
N 1.13604 0.43961 0.69994
C 1.62148 -0.37272 1.78544
C 2.97653 -0.27953 2.09305
C 3.53834 -1.00618 3.12756
C 2.72622 -1.83849 3.88019
C 1.38132 -1.93660 3.57009
C 0.78452 -1.22106 2.52264
C -0.65735 -1.52633 2.24568
C -1.49542 -1.75365 3.34322
C -2.76714 -2.27746 3.17058
C -3.20242 -2.60221 1.89438
C -2.38733 -2.30848 0.80658
C -1.10960 -1.73217 0.92446
H 1.91740 0.73032 0.11011
H 0.67595 1.27747 1.05648
H 3.59298 0.37472 1.49027
H 4.59733 -0.92227 3.33555
H 3.13787 -2.42758 4.69050
H 0.76310 -2.62822 4.12706
H -1.15402 -1.51318 4.34434
H -3.40870 -2.43770 4.02932
H -4.18005 -3.05016 1.74944
H -2.78174 -2.52044 -0.18555
O -1.58864 1.24936 -3.39854
S -0.25457 0.66859 -3.36028
O 0.52423 0.74483 -4.58611
O 0.49374 1.29523 -2.19751
O -0.41777 -0.77121 -2.88733
C 3.54723 -3.00482 -1.84797
C 2.43980 -1.96156 -1.88316
N 2.65732 -0.92717 -2.88312
C 3.36034 0.19715 -2.65149
S 4.31227 0.39841 -1.26940
N 3.25848 1.14040 -3.61007
C 3.74833 2.49674 -3.44063
C 5.19744 2.65831 -3.87779
H 3.28895 -3.80233 -1.14850
H 4.48595 -2.55347 -1.53108
H 3.68553 -3.44445 -2.83774
H 2.33423 -1.49933 -0.89758
H 1.48698 -2.42636 -2.13103
H 1.93789 -0.83771 -3.58964
H 2.42692 1.04679 -4.18959
H 3.63220 2.79229 -2.39686
H 3.09935 3.13602 -4.04021
H 5.84431 2.03426 -3.26316
H 5.51440 3.69825 -3.77165
H 5.31672 2.36539 -4.92266

---

[3]
68
Properties=species:S:1:pos:R:3 method="wB97M-V/def2-TZVPD" e_lumo_ha="-0.439 / -0.422" total_charge=+3 orbital_gap_ev="4.9 / 5.4"
Sn -0.00233 0.79153 0.25780
C -4.17536 -0.72026 0.46457
C -3.09493 -1.71199 0.59700
C -3.11855 -3.01715 1.04156
C -1.87481 -3.55384 0.76057
C -1.32735 -4.88872 1.02110
N -1.10931 -2.51330 0.14602
N -1.79044 -1.42596 0.09109
B 0.19000 -2.70809 -0.77543
N -0.15953 -2.04440 -2.17284
N -0.37012 -0.77905 -2.30015
C -0.69112 -0.53579 -3.65296
C -0.99011 0.83346 -4.10343
C -0.64115 -1.72190 -4.34565
C -0.29753 -2.69211 -3.42287
C -0.08584 -4.13728 -3.59030
N 1.44576 -2.08500 -0.20561
N 1.69155 -0.71808 -0.32782
C 3.02222 -0.56903 -0.25661
C 3.72344 0.71421 -0.54660
C 3.63111 -1.79609 -0.00178
C 2.62147 -2.73223 0.00667
C 2.72675 -4.20339 0.22251
H -4.75833 -0.64462 1.38457
H -4.87230 -1.06871 -0.30567
H -3.80688 0.26105 0.17533
H -3.94721 -3.53802 1.49356
H -2.09686 -5.54571 1.41807
H -0.51706 -4.81588 1.75602
H -0.89724 -5.33097 0.12139
H 0.31792 -3.86988 -0.95014
H -0.93605 1.54991 -3.28821
H -1.98615 0.87298 -4.55218
H -0.29177 1.12857 -4.89118
H -0.81970 -1.87887 -5.39703
H -0.25584 -4.43226 -4.62181
H -0.75550 -4.70464 -2.93860
H 0.93595 -4.40531 -3.30476
H 3.03611 1.52694 -0.76513
H 4.35089 0.57329 -1.42757
H 4.38341 1.00548 0.27137
H 4.68631 -1.98694 0.10329
H 3.77311 -4.49136 0.28017
H 2.26429 -4.77282 -0.58228
H 2.24853 -4.49104 1.16010
N 5.59282 3.59236 4.72374
C 4.76781 3.17378 4.04407
C 3.73986 2.64961 3.19194
C 3.17591 3.44058 2.19288
C 2.20060 2.88493 1.39036
N 1.77552 1.62243 1.53921
C 2.31307 0.86805 2.50734
C 3.29617 1.33639 3.35200
H 3.49061 4.46449 2.04692
H 1.74126 3.47289 0.60303
H 1.94352 -0.14620 2.60778
H 3.71127 0.70127 4.12184
Br -2.88707 2.02415 6.75582
C -2.11795 1.75580 5.08781
C -0.95580 2.42497 4.72014
C -0.41085 2.18447 3.47695
N -0.94288 1.33724 2.57957
C -2.07187 0.71690 2.94999
C -2.69200 0.88373 4.16841
H -0.48360 3.12872 5.39116
H 0.47927 2.72516 3.18523
H -2.51240 0.05029 2.22358
H -3.60207 0.34959 4.40191

---

[4]
92
Properties=species:S:1:pos:R:3 method="wB97M-V/def2-TZVPD" e_lumo_ha=-0.181 total_charge=+1 orbital_gap_ev=5.7
C 1.28414 0.36736 1.80034
C 1.07604 1.71510 1.37849
C 0.63231 3.20515 0.76169
C -0.94215 3.40857 1.17101
C -2.00854 2.92020 -0.01636
C -2.01549 1.25902 -0.04433
C -3.16279 0.53626 0.91733
C -4.27751 1.33000 1.81913
C -3.71219 1.98416 3.21160
C -2.96909 0.91514 4.22207
Cl -5.24221 2.57371 4.15324
C -3.21263 -1.12818 0.99123
C -4.24987 -1.99335 1.92250
O -5.24015 -2.70729 1.36749
O -4.04487 -2.00851 3.40852
P -2.82482 -3.16678 3.85748
C -3.57968 -4.92219 3.82920
C -1.98825 -2.76152 5.52543
C -2.12362 -1.94815 0.04936
P -2.22592 -3.86433 0.10251
N -1.27385 -4.61812 -0.97304
C -1.03359 -1.08551 -0.86776
N -1.01965 0.45703 -0.90867
C 0.00807 1.09512 -1.82943
C 0.18945 0.33459 -3.27680
C 0.95024 1.27161 -4.42586
O 2.40780 1.39543 -4.19414
H 1.55399 -0.53713 2.52191
H 1.27364 4.00675 1.32869
H 0.87074 3.31752 -0.37864
H -1.15122 4.53525 1.47431
H -1.14648 2.66411 2.08081
H -3.06235 3.35685 0.33576
H -1.79471 3.40853 -1.05794
H -5.19794 0.62736 2.10327
H -4.75821 2.19266 1.15004
H -3.08170 2.98164 3.03258
H -2.38813 1.55901 5.03357
H -3.84951 0.38083 4.82589
H -2.29876 0.11995 3.68472
H -2.74755 -5.73426 3.97696
H -4.00499 -5.09001 2.72716
H -4.49806 -5.02648 4.55777
H -2.71540 -2.61981 6.43145
H -1.28762 -3.68348 5.81079
H -1.24794 -1.84284 5.40732
H -3.60296 -4.21414 -0.26890
H -1.85601 -4.37770 1.41142
H -0.73955 -3.88506 -1.48898
H -0.26888 -1.75358 -1.48469
H -0.27245 2.22579 -2.08983
H 1.09606 1.15875 -1.35479
H -0.79292 -0.13026 -3.71358
H 0.94615 -0.56677 -3.07757
H 0.72007 0.80163 -5.49893
H 0.50509 2.35710 -4.39262
H 2.85960 0.50150 -4.17704
C 5.52875 0.67937 -6.76511
Cl 6.52019 1.57933 -5.58970
Cl 4.55248 -0.54018 -5.90813
Cl 4.44942 1.80988 -7.62057
Cl 6.59263 -0.13149 -7.94202
C -3.38482 5.97170 4.86477
Cl -4.13024 5.88927 3.24860
Cl -2.34249 4.54778 5.11139
Cl -2.40469 7.45427 4.99185
Cl -4.66157 5.99554 6.10727
C -1.05620 -8.94900 3.35738
Cl 0.43298 -9.01976 4.33296
Cl -1.04727 -7.46815 2.36650
Cl -1.13709 -10.37544 2.29271
Cl -2.47341 -8.93268 4.43706
C 8.64537 3.14790 -2.64226
Cl 9.63681 4.04786 -1.46686
Cl 7.66909 1.92835 -1.78529
Cl 7.56604 4.27841 -3.49773
Cl 9.70924 2.33703 -3.81918
C 7.24322 4.35133 -9.38799
Cl 5.81268 3.93994 -10.36715
Cl 7.25090 6.10151 -9.05386
Cl 7.18845 3.45337 -7.84998
Cl 8.72081 3.91058 -10.28070
C 0.59981 -2.90826 8.98298
Cl 2.08899 -2.97902 9.95857
Cl 0.60874 -1.42741 7.99210
Cl 0.51892 -4.33470 7.91831
Cl -0.81740 -2.89195 10.06266
C 1.13127 -0.55276 -8.98237
Cl -0.41089 -1.09627 -8.27470
Cl 0.91799 1.06372 -9.70094
Cl 2.37516 -0.47710 -7.70887
Cl 1.64295 -1.70116 -10.24483

---

[5]
67
Properties=species:S:1:pos:R:3 method="wB97M-V/def2-TZVPD" e_lumo_ha=0.083 total_charge=-1 e_above_lowest_ev=0.000 orbital_gap_ev=2.8
K 2.41403 2.63528 -0.45518
O -0.29026 -0.40322 1.07258
S -1.14551 2.53854 1.10006
O -1.49134 3.82157 1.71355
O -0.23083 2.62966 -0.08992
C -2.50669 1.58363 0.37442
C -3.44818 2.42523 -0.19048
C -4.73945 2.00003 -0.33053
C -5.10352 0.66978 -0.16190
C -4.17035 -0.23524 0.15312
C -2.82184 0.28124 0.43853
P -1.58962 -1.03504 0.81251
C -1.78005 -1.91389 -0.80171
C -1.62617 -3.32366 -0.79543
C -2.35874 -4.10944 -1.68967
C -2.93917 -3.52716 -2.82392
C -2.76038 -2.18425 -3.05258
C -2.26852 -1.34160 -2.03652
C -2.47404 -1.76054 2.25220
C -3.31795 -2.83274 2.02016
C -4.19253 -3.24136 3.02320
C -4.40338 -2.50868 4.19088
C -3.47759 -1.49957 4.50116
C -2.57931 -1.07492 3.49803
H -3.17729 3.47096 -0.41105
H -5.41955 2.79785 -0.59080
H -6.12416 0.28766 -0.31754
H -4.41869 -1.30229 0.13822
H -1.03041 -3.71224 0.02809
H -2.56835 -5.17577 -1.45675
H -3.54407 -4.14011 -3.49009
H -3.11037 -1.83917 -4.05957
H -2.33734 -0.21191 -2.02198
H -3.32296 -3.43608 1.10194
H -4.82756 -4.14777 2.90271
H -5.26583 -2.71977 4.83363
H -3.45919 -0.95245 5.41338
H -1.97059 -0.21169 3.76942
N 2.05534 6.38617 0.98332
C 2.53607 7.65928 0.98206
C 3.52137 7.60462 -0.00901
C 3.55693 6.28950 -0.53516
N 2.63328 5.57133 0.14740
H 1.52058 6.09092 1.79265
H 2.10333 8.46359 1.57958
H 4.18111 8.41481 -0.25073
H 4.23347 5.93851 -1.36547
Cl 6.25042 1.72385 -0.81021
C 6.33430 0.06250 -0.79280
H 6.64653 -0.40191 0.15127
H 6.86311 -0.28843 -1.70908
C 2.55856 -2.37216 0.38167
C 3.88479 -1.57395 0.66663
S 4.32407 -0.62472 -0.81155
O 3.22168 0.33511 -1.25539
C 4.62287 -1.65687 -2.38781
C 3.45156 -2.31554 -3.15467
H 2.36543 -3.17224 1.09235
H 2.72206 -2.83605 -0.56847
H 1.69467 -1.73289 0.29526
H 4.75151 -2.22189 0.72128
H 3.89662 -0.79260 1.51625
H 5.34240 -2.36933 -2.00584
H 5.23502 -1.01212 -3.09719
H 2.64036 -2.74220 -2.48020
H 3.76754 -3.11395 -3.82151
H 2.96280 -1.61418 -3.81682

---

[6]
67
Properties=species:S:1:pos:R:3 method="wB97M-V/def2-TZVPD" spin_multiplicity=2 e_lumo_ha="-0.107 / -0.109" total_charge=+1 e_above_lowest_ev=0.000 orbital_gap_ev="6.8 / 6.8"
Mn 0.25119 -0.95548 0.41741
C -2.23092 0.54037 -0.34057
C -1.27265 0.60984 -1.51343
N -0.38518 -0.56510 -1.57108
C -0.87972 -1.75212 -2.27654
C -1.98899 -2.46259 -1.53001
S -1.46114 -2.75925 0.18557
C -2.80939 -2.00787 1.15529
C -2.42118 -0.66867 1.77866
N -1.54129 0.09474 0.89342
H -2.65276 1.53469 -0.18359
H -3.05893 -0.13580 -0.54683
H -1.83241 0.73293 -2.44808
H -0.63299 1.48121 -1.37573
H 0.46187 -0.27263 -2.05113
H -1.20572 -1.51783 -3.29646
H -0.03021 -2.43498 -2.35161
H -2.92883 -1.91642 -1.52625
H -2.17830 -3.42288 -2.00851
H -3.68104 -1.94700 0.50600
H -3.06794 -2.71259 1.94487
H -3.32558 -0.11318 2.05273
H -1.86850 -0.85365 2.69681
H -1.25274 0.95006 1.37000
Cl 5.23191 2.49633 -3.47371
C 4.03441 1.94204 -2.34547
C 3.25583 2.87679 -1.64396
C 2.30990 2.45845 -0.74666
C 2.06215 1.08167 -0.50733
O 1.12541 0.76094 0.33289
C 2.87334 0.14671 -1.21842
C 2.85741 -1.26054 -0.92193
N 1.96089 -1.82356 -0.18991
C 2.09306 -3.14554 0.27860
C 2.78954 -4.16535 -0.31249
C 2.88905 -5.42223 0.32350
C 2.32295 -5.63450 1.54788
C 1.60148 -4.59520 2.18743
C 1.02555 -4.72639 3.47251
C 0.37880 -3.66371 4.03126
C 0.25353 -2.47422 3.28574
N 0.73973 -2.32026 2.07659
C 1.45892 -3.35876 1.53657
C 3.86005 0.60758 -2.11795
H 3.42122 3.93299 -1.81236
H 1.71312 3.16537 -0.18500
H 3.70809 -1.84336 -1.27854
H 3.26537 -4.01685 -1.27342
H 3.43559 -6.21726 -0.16471
H 2.41828 -6.59147 2.04382
H 1.11902 -5.66530 4.00363
H -0.04934 -3.71905 5.02168
H -0.27139 -1.62660 3.70820
H 4.48945 -0.11087 -2.62915
C -0.96444 5.28857 -1.70954
N -1.81971 5.58220 -0.57647
C -2.71220 6.64220 -0.51281
C -3.29961 6.60143 0.69679
N -2.75989 5.51245 1.35338
C -1.84129 4.88048 0.58404
S -0.91389 3.53750 1.01022
H -0.35374 6.15755 -1.94927
H -1.56508 5.01696 -2.57705
H -0.31934 4.45755 -1.43599
H -2.84295 7.32499 -1.33252
H -4.04259 7.23776 1.14022
H -2.94525 5.22668 2.29875

---

Number 1: molecular weight 463.5 g/mol, DFT total energy -1548.69381 Eh. Number 2: molecular weight 644.6 g/mol, DFT total energy -2493.19329 Eh. Number 3: molecular weight 678.0 g/mol, DFT total energy -4313.77381 Eh. Number 4: molecular weight 1508.6 g/mol, DFT total energy -15371.16898 Eh. Number 5: molecular weight 604.2 g/mol, DFT total energy -3616.82582 Eh. Number 6: molecular weight 597.1 g/mol, DFT total energy -3819.99006 Eh.